[1]
{"formula": "C22H27N5O3S", "method": "ωB97M-V/def2-TZVPD", "elements": ["C", "H", "O", "C", "C", "C", "C", "C", "C", "H", "C", "H", "H", "C", "N", "C", "O", "C", "C", "H", "C", "N", "C", "N", "N", "C", "N", "C", "C", "C", "C", "H", "H", "H", "H", "S", "C", "H", "C", "H", "H", "H", "H", "H", "H", "H", "H", "H", "H", "O", "C", "H", "H", "H", "H", "H", "H", "H"], "xyz": [[-6.236, -1.907, 1.231], [-6.326, -0.831, 1.052], [-4.953, -2.248, 1.695], [-3.880, -1.961, 0.904], [-2.630, -2.286, 1.424], [-1.479, -2.027, 0.708], [-1.553, -1.434, -0.547], [-2.804, -1.125, -1.091], [-3.951, -1.386, -0.359], [-4.902, -1.132, -0.801], [-2.903, -0.483, -2.448], [-2.018, -0.742, -3.031], [-3.787, -0.849, -2.972], [-3.000, 1.042, -2.332], [-1.924, 1.561, -1.519], [-2.145, 2.438, -0.522], [-3.222, 2.967, -0.333], [-0.942, 2.730, 0.376], [0.353, 3.025, -0.384], [0.637, 2.176, -1.011], [1.480, 3.282, 0.620], [1.637, 2.142, 1.495], [2.471, 1.137, 1.192], [2.422, -0.046, 1.717], [3.412, -0.850, 1.343], [4.240, -0.326, 0.516], [5.323, -0.965, -0.009], [5.680, -2.259, 0.278], [6.807, -2.554, -0.424], [7.158, -1.401, -1.170], [6.230, -0.443, -0.894], [6.136, 0.564, -1.250], [7.998, -1.300, -1.828], [7.335, -3.487, -0.415], [5.090, -2.839, 0.958], [3.846, 1.352, 0.084], [0.447, 1.839, 2.268], [0.231, 2.708, 2.896], [-0.731, 1.553, 1.337], [-0.523, 0.644, 0.772], [-1.634, 1.382, 1.924], [0.661, 0.977, 2.899], [1.237, 4.149, 1.242], [2.424, 3.477, 0.106], [0.225, 3.896, -1.027], [-1.213, 3.614, 0.964], [-1.055, 1.053, -1.576], [-3.935, 1.343, -1.851], [-2.963, 1.492, -3.332], [-0.450, -1.094, -1.302], [0.799, -1.626, -0.923], [1.129, -1.242, 0.046], [1.501, -1.311, -1.696], [0.773, -2.718, -0.885], [-0.527, -2.281, 1.145], [-2.578, -2.740, 2.400], [-6.492, -2.452, 0.316], [-6.923, -2.199, 2.025]], "orbital_gap_ev": 8.44, "de_lowest_kcal_mol": 76.04, "smiles": "COc1ccc(OC)c(CCNC(=O)C2CCN(c3nnc(-n4cccc4)s3)CC2)c1", "total_energy_ev": -47679.997, "fmax_ev_per_a": 1.8, "lumo_energy_ev": 0.432}


[2]
{"formula": "C22H27N5O9P2Ta", "method": "ωB97M-V/def2-TZVPD", "elements": ["Ta", "C", "N", "C", "C", "C", "C", "C", "C", "C", "N", "C", "C", "C", "C", "C", "C", "N", "C", "C", "H", "H", "H", "H", "H", "H", "H", "H", "H", "H", "H", "H", "H", "H", "H", "H", "H", "H", "H", "H", "O", "N", "N", "O", "C", "C", "C", "C", "C", "C", "H", "H", "H", "H", "H", "O", "P", "O", "O", "O", "P", "O", "O", "O", "H", "H"], "xyz": [[0.149, -0.093, 0.523], [-2.027, 1.966, -0.861], [-1.300, 0.715, -1.227], [-0.538, 0.981, -2.485], [-2.263, -0.335, -1.563], [-3.372, -0.114, -2.363], [-4.145, -1.186, -2.775], [-3.770, -2.472, -2.419], [-2.669, -2.695, -1.609], [-1.922, -1.613, -1.138], [-0.828, -1.694, -0.249], [-0.545, -2.948, 0.364], [-1.507, -3.811, 0.880], [-1.104, -4.966, 1.537], [0.242, -5.252, 1.704], [1.203, -4.354, 1.257], [0.796, -3.198, 0.618], [1.675, -2.106, 0.248], [2.892, -2.033, 1.082], [2.097, -2.353, -1.160], [-2.553, 2.357, -1.731], [-1.322, 2.715, -0.520], [-2.740, 1.743, -0.074], [-1.242, 1.209, -3.286], [0.043, 0.104, -2.759], [0.115, 1.840, -2.350], [-3.634, 0.885, -2.684], [-5.018, -1.020, -3.389], [-4.343, -3.319, -2.772], [-2.391, -3.708, -1.369], [-2.557, -3.573, 0.797], [-1.852, -5.641, 1.932], [0.546, -6.156, 2.214], [2.250, -4.545, 1.445], [3.567, -2.859, 0.851], [2.638, -2.068, 2.138], [3.403, -1.098, 0.865], [2.542, -3.349, -1.219], [2.824, -1.612, -1.472], [1.226, -2.318, -1.812], [1.694, 0.243, -0.793], [2.231, 1.408, -1.026], [1.595, 2.299, -0.415], [0.575, 1.954, 0.315], [1.893, 3.702, -0.555], [1.192, 4.589, 0.243], [1.473, 5.940, 0.109], [2.433, 6.369, -0.795], [3.125, 5.452, -1.577], [2.861, 4.098, -1.467], [0.462, 4.225, 0.953], [0.944, 6.658, 0.721], [2.647, 7.424, -0.892], [3.874, 5.792, -2.278], [3.392, 3.376, -2.070], [-0.016, -1.667, 2.751], [0.744, -0.465, 3.498], [1.651, -0.787, 4.575], [1.289, 0.127, 2.141], [-0.444, 0.507, 3.917], [-1.524, 1.273, 3.006], [-0.845, 2.680, 2.721], [-2.854, 1.313, 3.577], [-1.371, 0.518, 1.625], [-0.412, -2.414, 3.221], [-1.174, 3.359, 3.328]], "orbital_gap_ev": 7.10, "total_energy_ev": -69262.582, "fmax_ev_per_a": 1.2, "lumo_energy_ev": -3.894, "charge": 1}


[3]
{"formula": "C22H27N7O4", "method": "ωB97M-V/def2-TZVPD", "elements": ["C", "C", "H", "H", "O", "C", "O", "C", "C", "H", "H", "C", "N", "C", "O", "C", "H", "H", "C", "C", "O", "N", "N", "C", "N", "C", "C", "C", "C", "C", "C", "C", "N", "C", "N", "N", "C", "H", "H", "H", "H", "H", "H", "H", "H", "H", "H", "H", "C", "C", "H", "H", "H", "H", "H", "H", "H", "H", "H", "H"], "xyz": [[-6.214, -2.222, -1.870], [-5.264, -2.650, -0.762], [-5.094, -3.728, -0.781], [-5.660, -2.350, 0.214], [-3.968, -2.068, -0.933], [-3.782, -0.833, -0.467], [-4.633, -0.191, 0.094], [-2.351, -0.388, -0.719], [-2.296, 1.005, -1.361], [-2.959, 1.047, -2.226], [-1.274, 1.185, -1.703], [-2.693, 2.091, -0.356], [-1.841, 2.009, 0.807], [-0.780, 2.786, 1.089], [-0.060, 2.558, 2.052], [-0.537, 3.989, 0.185], [-0.569, 3.689, -0.863], [-1.333, 4.716, 0.363], [0.823, 4.639, 0.474], [1.929, 3.786, -0.115], [2.450, 3.987, -1.197], [2.308, 2.765, 0.687], [3.229, 1.835, 0.214], [3.019, 0.512, 0.385], [2.130, 0.059, 1.211], [2.041, -1.284, 1.440], [1.100, -1.746, 2.370], [0.977, -3.093, 2.615], [1.781, -4.020, 1.949], [2.719, -3.595, 1.038], [2.860, -2.230, 0.776], [3.807, -1.699, -0.142], [4.703, -2.250, -0.934], [5.285, -1.200, -1.558], [4.801, -0.025, -1.203], [3.858, -0.333, -0.298], [6.367, -1.359, -2.554], [6.027, -1.995, -3.368], [7.226, -1.838, -2.088], [6.652, -0.384, -2.939], [3.360, -4.287, 0.515], [1.668, -5.073, 2.157], [0.252, -3.441, 3.337], [0.495, -1.018, 2.885], [3.727, 2.151, -0.615], [1.731, 2.459, 1.474], [0.959, 4.740, 1.550], [0.865, 5.620, 0.002], [-2.006, 0.753, 1.513], [-1.568, -0.395, 0.605], [-1.705, -1.349, 1.116], [-0.505, -0.280, 0.386], [-1.387, 0.786, 2.410], [-3.057, 0.643, 1.793], [-2.640, 3.076, -0.814], [-3.722, 1.915, -0.030], [-1.909, -1.123, -1.397], [-6.380, -1.148, -1.825], [-5.796, -2.475, -2.842], [-7.166, -2.729, -1.750]], "orbital_gap_ev": 8.70, "de_lowest_kcal_mol": 0.00, "smiles": "CCOC(=O)C1CCN(C(=O)CCC(=O)NNc2nc3ccccc3c3nc(C)nn23)CC1", "total_energy_ev": -41875.114, "fmax_ev_per_a": 1.2, "lumo_energy_ev": 0.549}